# 1
Entry from OMol25: a structure of composition C16H14BF5IrN6O in a non-equilibrium geometry (wB97M-V/def2-TZVPD).

As for the orbital gap (alpha / beta): 6.537 / 5.201 eV. As for the multiplicity: 6. Its expectation value of S² is 8.79. As for the net charge: +2. The LUMO energy (alpha / beta) is -0.2376 / -0.3733 Ha.

Geometry (Å):
1 Ir -0.19587 0.22212 0.47654
2 F -1.29748 -5.51306 -0.37674
3 F -3.78620 -0.73950 -1.55503
4 F -3.75209 -5.48577 -1.48488
5 F -0.10323 -3.12345 0.35669
6 F -5.14685 -3.16581 -1.87534
7 O -1.17398 -0.78211 -1.00291
8 N 1.07138 0.94461 1.74739
9 N 1.07460 2.68831 -0.64379
10 N 2.14203 1.76843 1.41922
11 N 2.51404 0.71500 -0.79209
12 N -0.07150 1.90666 -0.53583
13 N 1.43715 -0.14327 -0.65629
14 C -1.28536 -3.10896 -0.32041
15 C 2.15807 1.42551 3.63506
16 C 0.75358 3.82073 -1.30464
17 C -2.01326 0.04807 1.99352
18 C -3.16307 -4.31265 -1.18909
19 C 3.44118 0.12185 -1.57029
20 C 2.98908 -1.14794 -1.90887
21 C 1.72906 -1.29010 -1.33030
22 C -3.21719 -1.92197 -1.22660
23 C -0.60634 3.78266 -1.61445
24 C 2.78112 2.08539 2.56770
25 C -1.09813 2.57457 -1.12868
26 C -3.87081 -3.12543 -1.43280
27 C -1.89064 -4.31309 -0.61601
28 C -1.86023 -1.89452 -0.79462
29 C 1.08341 0.71112 3.09964
30 B 2.42234 2.10470 -0.09315
31 H -2.08649 2.13989 -1.15946
32 H -2.20328 0.33257 3.04292
33 H -2.48035 0.79623 1.34786
34 H 3.37542 2.81044 -0.26749
35 H -0.85486 -0.00019 1.97802
36 H 1.52874 4.54530 -1.52268
37 H -2.44266 -0.94446 1.85203
38 H 1.04721 -2.12036 -1.38447
39 H 4.34064 0.66783 -1.82082
40 H 0.30505 0.07943 3.54192
41 H 3.63663 2.75650 2.53200
42 H 3.48389 -1.88245 -2.51516
43 H 2.44810 1.43430 4.67765
44 H -1.16284 4.53287 -2.14527

# 2
Entry from OMol25: an isolated molecule of C25H37N5O2 in a non-equilibrium geometry (wB97M-V/def2-TZVPD).

As for the orbital gap: 8.690 eV. As for the multiplicity: 1. The structure (SMILES) is COC[C@H]1CCN(Cc2c(C(=O)N3CCN(C4CCCCC4)CC3)nc3ccccn23)C1. The LUMO energy is 0.0232 Ha.

Geometry (Å):
1 O -0.11496 -0.77583 -1.67627
2 O -7.62215 -1.63974 -1.57269
3 N 4.13913 -0.82895 0.34376
4 N -1.76301 2.81734 -0.34422
5 N 0.26462 2.16079 0.31866
6 N 1.87442 0.07524 -1.07678
7 N -3.63369 0.84783 -1.56667
8 C 3.21462 -1.77743 -0.24547
9 C 7.34751 -1.22614 2.32807
10 C 5.06566 -1.40580 1.30729
11 C -6.61540 -1.17982 -2.44421
12 C 6.30392 -0.51876 1.46837
13 C 4.47657 -1.71376 2.69231
14 C -2.95448 4.62113 0.55287
15 C -0.69017 3.04766 0.51558
16 C -3.53530 -0.18347 -0.53054
17 C -2.88124 3.58147 -0.32032
18 C -5.67277 -0.26919 -1.67094
19 C -4.59989 0.37907 -2.54070
20 C 2.76433 1.01353 -0.43938
21 C 3.41251 0.34904 0.77845
22 C 5.51648 -2.41994 3.55714
23 C 0.53079 0.13544 -1.16452
24 C -2.34605 1.19409 -2.14623
25 C -0.17784 1.33728 -0.66793
26 C -8.53166 -2.50694 -2.19414
27 C -1.43888 1.72948 -1.09638
28 C -0.76004 4.12060 1.41743
29 C 6.76907 -1.56064 3.69997
30 C -4.83309 -0.99863 -0.61507
31 C -1.88118 4.89943 1.42913
32 C 2.55787 -1.13755 -1.46994
33 H -7.06922 -0.62572 -3.28338
34 H -1.96189 5.73003 2.11271
35 H -3.42514 0.30901 0.44061
36 H -4.97526 1.21925 -3.13045
37 H 4.10479 1.05278 1.23926
38 H -4.16865 -0.36764 -3.23051
39 H -2.65614 -0.81970 -0.69238
40 H 2.21071 1.89664 -0.12757
41 H 2.61539 0.10708 1.50154
42 H 3.54783 1.28437 -1.15637
43 H -1.85511 0.32971 -2.61851
44 H 6.51386 -0.63431 4.21998
45 H 7.66332 -2.14754 1.83333
46 H 4.17561 -0.78293 3.17716
47 H -3.84062 5.23394 0.58002
48 H 7.51411 -2.08681 4.30052
49 H 8.22738 -0.58912 2.44081
50 H -2.52172 1.96278 -2.91053
51 H 0.07480 4.29336 2.07582
52 H -6.06036 -2.03350 -2.86645
53 H -8.02970 -3.40436 -2.57859
54 H -9.25735 -2.79464 -1.43622
55 H 5.39938 -2.35297 0.86423
56 H -5.35191 -1.05759 0.33849
57 H 5.78283 -3.37451 3.09665
58 H 2.42068 -2.08303 0.45866
59 H 3.76500 -2.66799 -0.55654
60 H 6.71050 -0.29113 0.48204
61 H 5.09620 -2.63122 4.54306
62 H 3.32915 -0.88579 -2.20493
63 H 3.59131 -2.34492 2.58772
64 H -9.04904 -2.01312 -3.02725
65 H 1.82665 -1.81337 -1.91548
66 H 6.03105 0.42284 1.94726
67 H -3.67371 3.29791 -0.99390
68 H -4.62295 -2.01470 -0.94921
69 H -6.26744 0.51013 -1.18824

# 3
Entry from OMol25: an isolated molecule of C2H5IN2O2S in a non-equilibrium geometry (wB97M-V/def2-TZVPD).

As for the orbital gap (alpha / beta): 7.978 / 6.326 eV. As for the multiplicity: 1. The LUMO energy (alpha / beta) is -0.0566 / -0.0963 Ha.

Geometry (Å):
1 I -2.37296 1.44236 0.13316
2 S -1.05273 -1.77526 -0.14889
3 O -0.22887 -2.87708 -0.59652
4 O -2.08939 -2.04801 0.75914
5 N 0.12645 -0.69965 0.84171
6 N -0.77596 1.26416 -0.95840
7 C 0.48088 1.42035 -0.45365
8 C 1.03181 -0.04463 0.04208
9 H 2.07108 0.15490 0.54190
10 H 1.09789 1.59676 -1.22009
11 H -0.19130 -0.05822 1.51871
12 H 1.16197 -0.53625 -0.84569
13 H 0.74115 2.16056 0.38654

# 4
Entry from OMol25: a cluster of 2 separate species, C4H6N in total in a non-equilibrium geometry (wB97M-V/def2-TZVPD).

As for the orbital gap (alpha / beta): 5.367 / 5.365 eV. As for the multiplicity: 1. As for the net charge: +1. The LUMO energy (alpha / beta) is -0.2871 / -0.2871 Ha.

Geometry (Å):
1 N 1.79777 0.26707 2.55915
2 C -0.21176 -0.42332 -0.71078
3 C 1.91687 0.74893 1.42675
4 C -2.29807 0.68229 -1.84553
5 C -1.20279 0.15946 -1.27752
6 H 0.60426 0.19373 -0.02189
7 H -2.34903 1.09584 -2.85928
8 H 0.03063 -1.46735 -0.86965
9 H -3.18942 0.77710 -1.21763
10 H 2.62834 0.22442 3.14293
11 H 1.11976 -0.27911 3.16910

# 5
Entry from OMol25: an isolated molecule of C3H8N4 in a non-equilibrium geometry (wB97M-V/def2-TZVPD).

As for the orbital gap: 9.559 eV. As for the multiplicity: 1. The structure (SMILES) is [H]/N=C(\NN)[C@H]1CN1. The LUMO energy is 0.0174 Ha.

Geometry (Å):
1 N 0.46994 1.99291 -0.02691
2 N 1.62638 -1.47627 -0.20442
3 N -1.58138 -1.08148 -0.22781
4 N 1.72955 -0.11970 0.20622
5 C 0.50990 0.73395 -0.06688
6 C -0.74268 -0.04352 0.23431
7 C -2.07707 0.29122 -0.10808
8 H -0.96874 0.00175 1.37127
9 H 0.63595 -1.49682 -0.78864
10 H -2.86591 0.31316 0.85538
11 H 1.44514 2.35975 -0.24811
12 H -1.89591 -1.79961 0.60572
13 H 1.54509 -1.85298 0.80151
14 H 2.61349 0.41441 -0.18978
15 H -2.36144 0.96232 -0.99306